A molecular structure, C45H37ClN6O6PPb, computed with the ωB97M-V functional and the def2-TZVPD basis.

Values from the calculation:
E_tot (a.u.): -3510.832392
Charge: +1
HOMO (eV): -10.18
Energy relative to the best compared isomer or geometry (same formula, charge and spin) (kJ/mol): 506.69
Gap between HOMO and LUMO (eV): 5.762

Each line ends with the Löwdin charge.
Positions of all 97 atoms, in Å:
Pb1 1.234 -1.267 1.433  1.346
C1 2.499 -4.789 0.233  -0.034
O1 2.359 -3.758 -0.746  -0.097
C2 1.507 -3.948 -1.754  -0.221
C3 0.699 -5.072 -1.910  0.007
C4 -0.141 -5.200 -2.999  -0.047
C5 -0.183 -4.224 -3.988  -0.067
C6 0.599 -3.098 -3.855  -0.009
C7 1.422 -2.943 -2.735  -0.082
N1 2.133 -1.722 -2.615  -0.013
N2 2.150 -0.792 -3.493  0.268
C8 2.701 0.290 -2.930  -0.124
C9 3.032 -0.040 -1.612  -0.152
O2 2.668 -1.317 -1.414  0.110
C10 3.564 0.869 -0.700  0.032
C11 3.742 2.136 -1.180  0.054
C12 3.421 2.537 -2.517  -0.143
C13 3.578 3.867 -2.951  -0.005
C14 3.236 4.231 -4.230  -0.050
C15 2.734 3.287 -5.136  -0.047
C16 2.564 1.979 -4.750  -0.007
C17 2.897 1.602 -3.443  -0.106
H1 2.909 -5.696 -0.216  0.109
H2 3.183 -4.400 0.979  0.081
H3 1.540 -5.009 0.708  0.099
H4 0.744 -5.865 -1.177  0.115
H5 -0.762 -6.082 -3.085  0.118
H6 -0.828 -4.334 -4.849  0.114
H7 0.593 -2.316 -4.598  0.116
H8 3.764 0.577 0.323  0.097
H9 4.122 2.892 -0.504  0.137
H10 3.966 4.602 -2.258  0.124
H11 3.359 5.258 -4.545  0.115
H12 2.479 3.594 -6.142  0.114
H13 2.178 1.232 -5.430  0.120
O3 4.610 -1.438 4.302  -0.264
Cl1 3.626 -1.556 3.306  0.605
O4 3.910 -0.699 2.175  -0.426
O5 2.314 -1.165 3.829  -0.459
O6 3.502 -2.911 2.826  -0.392
N3 -2.531 -2.504 1.416  0.167
C18 -1.858 -3.040 2.520  -0.287
C19 -2.607 -3.863 3.366  -0.005
C20 -1.978 -4.490 4.420  -0.044
C21 -0.617 -4.285 4.604  -0.040
C22 0.040 -3.433 3.741  -0.120
N4 -0.563 -2.809 2.717  0.037
C23 -2.093 -1.741 0.382  -0.273
C24 -2.952 -1.587 -0.827  -0.061
C25 -3.249 -0.203 -1.387  -0.104
C26 -2.042 -0.936 -1.841  -0.090
C27 -0.913 -0.394 -0.951  -0.248
N5 -0.943 -1.179 0.285  -0.008
H14 -3.492 -2.791 1.350  0.147
H15 -3.665 -4.008 3.185  0.117
H16 -2.537 -5.131 5.088  0.118
H17 -0.073 -4.779 5.395  0.115
H18 1.094 -3.219 3.866  0.086
H19 -3.638 -2.387 -1.074  0.147
H20 -4.131 -0.148 -2.012  0.152
H21 -1.858 -1.303 -2.838  0.142
H22 0.079 -0.446 -1.396  0.113
N6 0.924 0.865 1.218  -0.397
P1 -0.422 1.597 1.002  0.796
C28 -1.690 1.410 2.326  -0.268
C29 -2.810 2.236 2.417  -0.088
C30 -3.723 2.061 3.445  -0.068
C31 -3.514 1.078 4.405  -0.074
C32 -2.381 0.282 4.343  -0.070
C33 -1.470 0.454 3.310  -0.093
C34 -0.199 3.406 1.018  -0.277
C35 -1.029 4.355 0.429  -0.088
C36 -0.815 5.705 0.669  -0.073
C37 0.211 6.115 1.507  -0.079
C38 1.045 5.172 2.093  -0.074
C39 0.842 3.823 1.848  -0.083
C40 -1.291 1.086 -0.649  -0.317
C41 -2.848 1.080 -0.654  -0.197
C42 -3.467 2.237 -1.393  -0.051
C43 -2.792 2.959 -2.285  -0.085
C44 -1.359 2.772 -2.486  -0.070
C45 -0.665 1.943 -1.706  -0.081
H23 -2.967 3.021 1.687  0.103
H24 -4.593 2.701 3.507  0.108
H25 -4.227 0.951 5.209  0.107
H26 -2.195 -0.461 5.109  0.109
H27 -0.565 -0.137 3.277  0.057
H28 -1.838 4.053 -0.221  0.081
H29 -1.460 6.440 0.205  0.106
H30 0.360 7.169 1.703  0.106
H31 1.846 5.489 2.747  0.106
H32 1.485 3.069 2.287  0.095
H33 -3.234 1.049 0.363  0.119
H34 -4.526 2.403 -1.226  0.119
H35 -3.291 3.741 -2.843  0.110
H36 -0.856 3.368 -3.237  0.108
H37 0.416 1.871 -1.787  0.106